Entry 1:
# C3H5PS

A single C3H5PS molecule (ωB97M-V/def2-TZVPD, the Open Molecules 2025 dataset).

Each line ends with the natural charge from an NBO analysis.
Cartesian coordinates (Å):
1 C 1.54025 1.42984 0.28540  -0.635
2 C -0.91946 0.03474 0.49816  -0.644
3 C -0.44858 -0.90081 -0.60293  -0.564
4 P -0.00926 1.71766 0.47920  0.695
5 S 1.22602 -1.57559 -0.38713  -0.001
6 H 2.44489 1.58255 -0.24045  0.212
7 H -1.92873 0.24609 0.63441  0.229
8 H -0.51403 -0.20147 1.44103  0.241
9 H -1.03483 -1.72955 -0.52467  0.239
10 H -0.35627 -0.60346 -1.58303  0.227

Results
- Spin multiplicity: 1
- Electronic energy: -856.66943 a.u.
- LUMO (spin up / spin down): -0.87 / -1.57 eV
- ΔE to the lowest compared entry with this formula, charge and spin: 92.2 kcal/mol
- Highest occupied orbital energy (spin up / spin down): -8.90 / -8.26 eV

***

Entry 2:
# C3H4F3N3

A single C3H4F3N3 molecule (ωB97M-V/def2-TZVPD, the Open Molecules 2025 dataset).

Each line ends with the natural charge from an NBO analysis.
Cartesian coordinates (Å):
1 C 1.22604 0.15405 0.32021  -0.120
2 C 0.69504 -0.55567 -0.77034  0.392
3 C -0.73196 -0.70685 -1.11140  -0.431
4 N -0.53817 -0.18919 1.72910  -0.406
5 N 0.50574 0.37186 1.37656  0.241
6 N -1.65177 0.19641 -0.53511  0.084
7 F 1.51429 -0.59554 -1.80304  -0.310
8 F 0.98910 1.67427 2.03366  -0.330
9 F -0.97927 1.43836 -0.31021  -0.282
10 H 2.26683 0.44640 0.19361  0.249
11 H -0.91867 -0.72187 -2.27705  0.265
12 H -1.05609 -1.76885 -0.85898  0.271
13 H -1.32111 0.25661 2.01298  0.377

Results
- Spin multiplicity: 1
- Electronic energy: -580.26376 a.u.
- LUMO (spin up / spin down): -0.74 / -0.85 eV
- ΔE to the lowest compared entry with this formula, charge and spin: 184.6 kcal/mol
- Highest occupied orbital energy (spin up / spin down): -9.96 / -8.18 eV

***

> Which of these has the highest electronic energy?

C3H4F3N3

***

> What is the spin multiplicity in the second record?

1

***

> electronic energy of number 1 (C3H5PS)?

-856.66943 a.u.

***

> Which value of ΔE to the lowest compared entry with this formula, charge and spin does entry 1 give?

92.2 kcal/mol